Entry 1:
21
Properties=species:S:1:pos:R:3:nbo_charge:R:1 method="wB97M-V/def2-TZVPD" homo_lumo_gap_ev=9.5837 e_homo_ev=-10.20 e_tot_ha=-1460.09255 e_above_lowest_kcal_mol=0.0
C 1.36 2.01 0.87 -0.19
C 0.21 2.01 0.09 -0.14
C 1.84 0.98 1.61 -0.17
C -0.44 0.78 0.07 -0.32
C 0.04 -0.38 0.79 -0.33
C 1.17 -0.32 1.56 -0.16
N 0.62 -1.13 -2.30 -1.08
O -1.94 0.53 -2.21 -0.86
O -0.61 -2.90 0.44 -0.90
O -1.92 -1.63 2.03 -0.88
O -3.01 1.15 -0.20 -0.89
O -2.03 -1.13 -0.37 -0.90
S -1.16 -1.68 0.84 2.41
S -1.93 0.45 -0.81 2.38
H 1.92 2.88 0.78 0.22
H -0.24 2.98 -0.33 0.26
H 2.82 1.08 1.90 0.22
H 1.53 -1.12 2.21 0.25
H 1.29 -1.74 -1.79 0.35
H 0.73 -1.42 -3.31 0.38
H -0.24 -1.39 -1.87 0.35


Entry 2:
20
Properties=species:S:1:pos:R:3:mulliken_spin:R:1 method="wB97M-V/def2-TZVPD" homo_lumo_gap_ev="6.4903 / 5.6491" spin_multiplicity=5 e_homo_ev="-10.87 / -12.01" e_tot_ha=-5811.88140 charge=+1 e_above_lowest_kcal_mol=102.1
Rh -0.03 1.56 -0.23 2.37
Se 0.45 -0.77 -2.32 0.02
Te -0.70 0.80 -3.84 0.03
Te 0.55 3.18 -3.29 0.45
Se -0.21 3.92 -1.11 0.63
O -1.86 0.92 1.19 0.02
C -2.10 -0.49 0.96 0.00
C -0.87 -0.96 0.22 0.08
C 0.07 -1.88 0.77 0.02
C 1.41 -1.68 0.72 0.06
C 2.21 -0.49 0.45 -0.05
C 1.85 0.76 0.09 0.29
N -0.64 -0.24 -0.85 0.03
H -2.54 1.31 1.74 0.01
H -3.00 -0.60 0.35 0.00
H -2.22 -1.01 1.91 0.00
H -0.30 -2.71 1.36 0.01
H 2.00 -2.49 1.13 0.00
H 3.27 -0.64 0.67 0.02
H 2.65 1.50 0.09 0.00


Entry 3:
16
Properties=species:S:1:pos:R:3:nbo_charge:R:1 method="wB97M-V/def2-TZVPD" homo_lumo_gap_ev="7.8544 / 7.6228" e_homo_ev="-8.41 / -8.30" e_tot_ha=-760.83221 e_above_lowest_kcal_mol=92.8
C -3.10 -1.14 0.03 0.23
C 0.06 -1.65 0.24 0.37
C -1.61 0.88 -0.64 -0.43
C -1.89 0.99 0.86 -0.42
C -2.02 -0.28 0.16 -0.15
C 2.76 -0.89 -0.31 -0.72
N -4.02 -1.83 -0.10 -0.31
O 0.05 -2.85 0.18 -0.49
S 1.09 -0.38 0.27 0.30
H -2.22 1.52 -1.22 0.23
H -0.54 0.99 -0.65 0.23
H -1.00 1.01 1.48 0.22
H -2.82 1.34 1.27 0.23
H 3.32 -1.19 0.53 0.24
H 3.00 -0.09 -0.92 0.24
H 2.70 -1.87 -0.91 0.25


Entry 4:
17
Properties=species:S:1:pos:R:3:nbo_charge:R:1 method="wB97M-V/def2-TZVPD" homo_lumo_gap_ev=7.3702 e_homo_ev=-7.92 e_tot_ha=-1159.03190 e_above_lowest_kcal_mol=85.1
C 0.91 -0.70 -1.70 -0.17
C -0.06 -1.53 -1.07 -0.22
C 1.62 0.24 -0.97 -0.25
C -0.28 -1.62 0.26 -0.45
C -0.77 1.23 0.25 0.08
C 1.35 0.48 0.42 -0.43
N -1.53 1.56 1.23 -0.77
O -0.03 -0.45 2.59 -0.99
S -1.19 1.16 -1.30 -0.06
S 0.84 -0.97 1.50 1.26
H 1.04 -0.82 -2.77 0.23
H -0.87 -1.95 -1.68 0.23
H 2.14 0.85 -1.67 0.23
H -1.16 -2.21 0.77 0.26
H 1.88 1.34 0.77 0.24
H -1.38 1.47 2.21 0.42
H -2.50 1.92 1.15 0.39